Below is one molecule with the formula C4H7N in a non-equilibrium geometry, with properties calculated with ωB97M-V with the def2-TZVPD basis set.

Values from the calculation:
Energy above the lowest of the compared OMol25 structures with the same formula, charge and spin = 102.3 kJ/mol
2S+1 = 1
Gap between HOMO and LUMO = 0.4427 hartree

Last columns: bonded neighbours and bond lengths (Å).
Atoms and positions in Å:
1 C 0.794 -2.870 -1.429  N2 1.167
2 N 0.847 -1.853 -0.861  C1 1.167, C4 1.462
3 C -0.625 1.278 0.706  C5 1.499, H6 1.094, H7 1.093, H8 1.068
4 C 0.829 -0.608 -0.094  N2 1.462, C5 1.520, H9 1.066, H10 1.085
5 C -0.470 0.159 -0.280  C3 1.499, C4 1.520, H11 1.129, H12 1.105
6 H -1.615 1.723 0.567  C3 1.094
7 H 0.127 2.051 0.529  C3 1.093
8 H -0.567 0.926 1.713  C3 1.068
9 H 1.649 0.029 -0.338  C4 1.066
10 H 0.858 -0.836 0.966  C4 1.085
11 H -1.316 -0.580 -0.177  C5 1.129
12 H -0.510 0.581 -1.301  C5 1.105

Löwdin charges in e: number 1, C, carries -0.0066; number 2, N, carries -0.0678; number 3, C, carries -0.1231; number 4, C, carries -0.2196; number 5, C, carries -0.2814; number 6, H, carries 0.0793; number 7, H, carries 0.0811; number 8, H, carries 0.0640; number 9, H, carries 0.1119; number 10, H, carries 0.1179; number 11, H, carries 0.1284; number 12, H, carries 0.1159